1.
Below is a structure of composition C2H3BrO, with properties calculated with ωB97M-V with the def2-TZVPD basis set.

The highest occupied orbital energy (spin up / spin down) is -9.3 / -9.4 eV. As for the spin multiplicity: 1. For the molecular weight, the calculation gives 122.9 g/mol. As for the lowest unoccupied orbital energy (spin up / spin down): -0.129 / -0.127 Ha.

Last column: Mulliken charge in e.
Element x y z (Å)
1 C -0.878 0.542 -0.050  -0.500
2 C -0.151 -0.620 -0.004  0.152
3 O 0.983 -0.922 -0.367  -0.448
4 Br 2.932 0.463 -0.081  -0.042
5 H -1.976 0.412 0.308  0.220
6 H -0.307 1.457 -0.362  0.231
7 H -0.603 -1.331 0.555  0.387

2.
Below is an isolated molecule of C2H3BrO, with properties calculated with ωB97M-V with the def2-TZVPD basis set.

The highest occupied orbital energy is -10.1 eV. As for the spin multiplicity: 1. For the molecular weight, the calculation gives 122.9 g/mol. Its SMILES is Br[C@H]1CO1. As for the lowest unoccupied orbital energy: 0.035 Ha.

Last column: Mulliken charge in e.
Element x y z (Å)
1 C -0.681 0.044 -0.556  -0.372
2 C 0.476 -0.054 0.393  0.021
3 O -0.192 -1.181 0.006  -0.326
4 Br 2.212 0.277 -0.031  -0.101
5 H -1.565 0.406 0.060  0.210
6 H -0.471 0.323 -1.509  0.339
7 H 0.220 0.185 1.637  0.228

Most stable structure, least stable structure: 2, 1.

1.
Below is an isolated molecule of C21H26N4O6, with properties calculated with ωB97M-V with the def2-TZVPD basis set.

The highest occupied orbital energy is -9.3 eV. As for the spin multiplicity: 1. For the molecular weight, the calculation gives 430.5 g/mol. Its SMILES is C[C@H](NC(=O)c1nc[nH]c1C(=O)NCC(=O)OC(C)(C)C)C(=O)OCc1ccccc1. As for the lowest unoccupied orbital energy: 0.019 Ha.

Last column: Mulliken charge in e.
Element x y z (Å)
1 C -0.308 -4.074 0.412  -1.742
2 H -0.724 -4.236 -0.581  0.419
3 H 0.667 -4.552 0.464  0.393
4 H -0.966 -4.525 1.149  0.445
5 C -0.159 -2.581 0.683  0.457
6 N -1.433 -1.916 0.610  -0.303
7 C -1.624 -0.691 1.129  0.228
8 O -0.776 -0.121 1.810  -0.881
9 C -2.943 -0.130 0.813  1.307
10 C -3.492 1.115 1.084  -0.210
11 N -4.734 1.086 0.519  -0.045
12 C -4.897 -0.123 -0.053  -0.554
13 N -3.844 -0.874 0.102  -0.642
14 H -5.787 -0.424 -0.569  0.465
15 H -5.356 1.881 0.548  0.224
16 C -3.060 2.384 1.716  0.412
17 O -3.779 3.370 1.635  -0.743
18 N -1.883 2.333 2.351  -0.057
19 C -1.222 3.515 2.853  -1.086
20 C 0.200 3.524 2.282  0.804
21 O 0.615 4.345 1.509  -0.572
22 O 0.843 2.472 2.752  -0.321
23 C 2.121 2.036 2.217  1.942
24 C 1.971 1.755 0.723  -1.538
25 H 2.884 1.307 0.342  0.577
26 H 1.145 1.063 0.574  0.147
27 H 1.772 2.674 0.178  0.447
28 C 2.400 0.737 2.971  -1.636
29 H 3.307 0.272 2.596  0.390
30 H 1.562 0.060 2.826  0.257
31 H 2.511 0.934 4.034  0.436
32 C 3.196 3.085 2.489  -1.956
33 H 2.970 4.005 1.956  0.403
34 H 4.161 2.712 2.157  0.451
35 H 3.249 3.300 3.554  0.418
36 H -1.775 4.397 2.523  0.471
37 H -1.171 3.488 3.947  0.287
38 H -1.336 1.465 2.325  0.463
39 H -2.151 -2.265 -0.010  0.444
40 C 0.859 -1.991 -0.303  0.372
41 O 2.024 -2.288 -0.300  -0.619
42 O 0.286 -1.136 -1.139  0.008
43 C 1.114 -0.530 -2.145  -1.019
44 C 1.049 -1.329 -3.418  0.430
45 C 0.123 -1.013 -4.403  -0.459
46 C 0.043 -1.774 -5.556  -0.588
47 C 0.884 -2.861 -5.730  -0.392
48 C 1.803 -3.186 -4.747  -0.691
49 C 1.887 -2.424 -3.595  -0.225
50 H 2.601 -2.677 -2.825  0.458
51 H 2.459 -4.033 -4.878  0.385
52 H 0.821 -3.454 -6.630  0.379
53 H -0.676 -1.519 -6.320  0.390
54 H -0.535 -0.167 -4.266  0.386
55 H 2.140 -0.480 -1.768  0.456
56 H 0.711 0.475 -2.283  0.505
57 H 0.253 -2.417 1.687  0.219

2.
Below is an isolated molecule of C21H26N4O6, with properties calculated with ωB97M-V with the def2-TZVPD basis set.

The highest occupied orbital energy is -9.2 eV. As for the spin multiplicity: 1. For the molecular weight, the calculation gives 430.5 g/mol. Its SMILES is C[C@H](NC(=O)c1nc[nH]c1C(=O)NCC(=O)OC(C)(C)C)C(=O)OCc1ccccc1. As for the lowest unoccupied orbital energy: 0.019 Ha.

Last column: Mulliken charge in e.
Element x y z (Å)
1 C 1.153 3.896 1.290  -1.582
2 H 2.237 3.916 1.366  0.388
3 H 0.796 4.910 1.130  0.450
4 H 0.743 3.513 2.222  0.372
5 C 0.724 3.000 0.134  0.484
6 N -0.715 3.009 0.002  -0.188
7 C -1.361 2.006 -0.608  0.118
8 O -0.763 1.057 -1.114  -0.886
9 C -2.819 2.168 -0.605  1.398
10 C -3.833 1.312 -1.006  -0.191
11 N -4.990 1.984 -0.741  -0.031
12 C -4.660 3.180 -0.215  -0.550
13 N -3.369 3.322 -0.117  -0.661
14 H -5.377 3.919 0.083  0.465
15 H -5.900 1.581 -0.916  0.223
16 C -3.937 -0.075 -1.513  0.446
17 O -5.037 -0.606 -1.594  -0.746
18 N -2.777 -0.638 -1.880  -0.142
19 C -2.675 -2.051 -2.112  -1.021
20 C -2.055 -2.785 -0.918  0.706
21 O -1.615 -3.903 -0.998  -0.609
22 O -2.096 -2.017 0.153  -0.078
23 C -1.565 -2.443 1.436  1.755
24 C -1.797 -1.237 2.345  -1.503
25 H -1.503 -1.478 3.362  0.442
26 H -1.206 -0.394 1.998  0.147
27 H -2.848 -0.960 2.334  0.393
28 C -0.071 -2.730 1.310  -1.597
29 H 0.334 -2.982 2.286  0.486
30 H 0.433 -1.842 0.938  0.253
31 H 0.104 -3.558 0.628  0.413
32 C -2.334 -3.667 1.931  -1.914
33 H -1.993 -3.934 2.927  0.456
34 H -2.172 -4.510 1.264  0.419
35 H -3.399 -3.448 1.969  0.382
36 H -3.686 -2.447 -2.266  0.393
37 H -2.073 -2.261 -3.000  0.324
38 H -1.910 -0.131 -1.668  0.577
39 H -1.270 3.751 0.405  0.406
40 C 1.167 1.557 0.414  0.487
41 O 0.746 0.895 1.327  -0.692
42 O 2.132 1.196 -0.417  -0.300
43 C 2.658 -0.125 -0.285  -0.616
44 C 4.125 -0.142 -0.608  0.685
45 C 4.936 0.937 -0.286  -0.380
46 C 6.290 0.904 -0.568  -0.582
47 C 6.849 -0.213 -1.165  -0.461
48 C 6.046 -1.295 -1.484  -0.538
49 C 4.690 -1.259 -1.211  -0.556
50 H 4.065 -2.103 -1.464  0.374
51 H 6.476 -2.169 -1.951  0.381
52 H 7.906 -0.240 -1.383  0.374
53 H 6.912 1.751 -0.318  0.389
54 H 4.500 1.808 0.180  0.369
55 H 2.101 -0.781 -0.962  0.321
56 H 2.489 -0.465 0.747  0.357
57 H 1.194 3.319 -0.806  0.191

Most stable structure, least stable structure: 1, 2.

1.
Below is the ion C8H13N2 with charge +1, with properties calculated with ωB97M-V with the def2-TZVPD basis set.

The highest occupied orbital energy is -13.1 eV. As for the spin multiplicity: 1. For the molecular weight, the calculation gives 137.2 g/mol. Its charge is +1. Its SMILES is C[C@H]1[C@@H]2[NH2+]CCC3=C(C3)N12. As for the lowest unoccupied orbital energy: -0.117 Ha.

Last column: Mulliken charge in e.
Element x y z (Å)
1 C -1.712 0.907 0.059  0.275
2 C -1.224 0.139 -0.798  0.112
3 C -2.715 0.089 -0.728  -0.492
4 C -1.196 1.859 1.045  -0.805
5 C 0.359 1.939 0.752  -0.587
6 C 0.707 -1.568 -0.435  -0.015
7 C 1.257 -0.180 -0.275  -0.281
8 C 1.596 -2.622 -1.075  -1.390
9 N 0.249 -0.501 -1.241  -0.316
10 N 0.939 0.561 1.004  -0.049
11 H -3.198 -0.805 -0.228  0.192
12 H -3.368 0.599 -1.522  0.207
13 H -1.574 2.858 1.000  0.378
14 H -1.395 1.481 2.114  0.275
15 H 0.572 2.026 -0.355  0.405
16 H 0.945 2.784 1.296  0.410
17 H 0.011 -1.826 0.355  0.447
18 H 2.209 -0.084 -0.660  0.513
19 H 2.595 -2.578 -0.582  0.307
20 H 1.569 -2.418 -2.077  0.396
21 H 1.061 -3.541 -0.642  0.327
22 H 1.841 0.830 1.292  0.361
23 H 0.472 0.051 1.701  0.331

2.
Below is the ion C8H13N2 with charge +1, with properties calculated with ωB97M-V with the def2-TZVPD basis set.

The highest occupied orbital energy is -13.4 eV. As for the spin multiplicity: 1. For the molecular weight, the calculation gives 137.2 g/mol. Its charge is +1. Its SMILES is C=C1CCC[C@H]2NC=[NH+][C@@H]12. As for the lowest unoccupied orbital energy: -0.118 Ha.

Last column: Mulliken charge in e.
Element x y z (Å)
1 C -2.353 1.047 0.440  -0.111
2 C 1.147 0.819 0.115  0.468
3 C 1.772 1.931 0.259  -1.190
4 C 1.865 -0.499 0.446  -0.703
5 C 1.238 -1.666 -0.303  -0.876
6 C -0.256 -1.749 0.171  -0.763
7 C -0.392 0.687 -0.628  0.166
8 C -1.099 -0.654 -0.529  -0.026
9 N -2.411 -0.197 0.097  -0.126
10 N -1.259 1.657 0.043  -0.068
11 H -3.181 1.720 0.833  0.361
12 H 1.491 2.950 -0.060  0.274
13 H 2.823 1.845 0.344  0.346
14 H 2.865 -0.477 0.270  0.515
15 H 1.652 -0.873 1.450  0.250
16 H 1.107 -1.375 -1.346  0.345
17 H 1.698 -2.594 -0.049  0.420
18 H -0.486 -2.825 -0.021  0.344
19 H -0.447 -1.530 1.243  0.381
20 H -0.211 1.006 -1.730  0.251
21 H -1.388 -1.015 -1.548  0.309
22 H -3.087 -0.826 0.462  0.234
23 H -1.088 2.617 0.042  0.200

Most stable structure, least stable structure: 2, 1.

1.
Below is a cluster of 14 separate species, H27O14 in total, with properties calculated with ωB97M-V with the def2-TZVPD basis set.

The highest occupied orbital energy is -6.7 eV. As for the spin multiplicity: 1. For the molecular weight, the calculation gives 251.2 g/mol. Its charge is -1. As for the lowest unoccupied orbital energy: 0.101 Ha.

Last column: Mulliken charge in e.
Element x y z (Å)
1 O 1.047 1.348 0.879  -0.893
2 H -0.076 1.761 0.256  0.796
3 O -3.255 -3.855 1.964  -0.661
4 H 0.576 1.325 1.654  0.094
5 H -1.688 0.769 -4.208  0.286
6 O 0.719 -1.959 2.357  -0.621
7 H -1.205 -0.290 -3.003  0.349
8 H 0.091 -0.104 -0.536  0.051
9 O 0.144 -0.989 -0.439  -0.420
10 H 0.061 -2.891 -0.559  0.295
11 H 0.905 -0.880 0.270  0.274
12 O -0.142 -3.311 0.198  -0.448
13 H 1.629 -2.240 -0.838  0.300
14 H -2.282 -3.674 1.882  0.297
15 O -1.733 -1.506 1.568  -0.805
16 H -0.981 2.815 -0.364  0.205
17 H -1.406 3.209 1.404  0.275
18 O 2.071 -3.096 -0.952  -0.675
19 H -2.609 2.729 -0.341  0.405
20 H -1.273 -1.081 0.920  0.361
21 O -1.888 0.050 -3.548  -0.627
22 H 0.100 -1.225 2.316  0.322
23 H 0.224 1.142 -2.337  0.256
24 O -3.086 3.582 -0.645  -0.634
25 H -2.640 4.009 -1.461  0.312
26 H 1.612 -1.525 2.546  0.290
27 O 3.342 0.069 1.200  -0.699
28 H 2.429 0.530 1.019  0.412
29 H 3.757 0.942 1.371  0.336
30 O -0.638 2.733 1.833  -0.647
31 H 3.027 -3.000 -0.901  0.311
32 H 1.282 0.242 -3.192  0.282
33 O -0.760 1.941 -0.682  -0.928
34 H 2.053 2.388 -1.594  0.319
35 H -0.002 3.414 2.047  0.297
36 O 0.558 0.785 -3.180  -0.659
37 H 0.453 -3.959 0.510  0.239
38 H -1.234 -2.333 1.802  0.414
39 O 2.229 2.898 -0.830  -0.669
40 H -3.659 -3.013 1.760  0.334
41 H 2.245 2.249 -0.145  0.274

2.
Below is a cluster of 14 separate species, H27O14 in total, with properties calculated with ωB97M-V with the def2-TZVPD basis set.

The highest occupied orbital energy is -7.1 eV. As for the spin multiplicity: 1. For the molecular weight, the calculation gives 251.2 g/mol. Its charge is -1. As for the lowest unoccupied orbital energy: 0.090 Ha.

Last column: Mulliken charge in e.
Element x y z (Å)
1 O -2.569 -2.068 0.810  -0.545
2 H -3.096 -2.117 -0.019  0.284
3 O -1.378 3.809 -2.579  -0.736
4 H 0.582 -1.612 1.888  0.187
5 H 2.060 -0.208 4.300  0.293
6 O -3.468 0.308 3.320  -0.637
7 H 2.061 -0.925 3.027  0.396
8 H 0.984 -3.747 -2.456  0.274
9 O 1.280 -4.305 -1.736  -0.667
10 H -1.055 -0.833 -2.626  0.243
11 H 1.706 -3.733 -1.085  0.424
12 O 1.893 0.188 -1.319  -0.608
13 H 3.247 -1.891 -0.827  0.267
14 H -1.419 2.896 -2.143  0.424
15 O -0.471 1.516 -1.695  -0.784
16 H 1.047 -0.259 -1.346  0.279
17 H 0.357 1.888 -1.941  0.010
18 O 1.175 -1.060 1.416  -0.667
19 H 1.238 3.154 -3.560  0.315
20 H 0.798 -0.252 0.947  0.445
21 O 2.680 -0.714 3.740  -0.660
22 H -2.748 0.766 3.745  0.315
23 H 1.911 1.092 -1.005  0.259
24 O -0.851 -3.050 2.964  -0.616
25 H -0.253 -2.850 2.247  0.321
26 H -3.038 -0.551 3.173  0.333
27 O 0.732 4.192 0.841  -0.634
28 H 0.446 4.291 1.740  0.297
29 H -0.004 3.806 0.343  0.331
30 O -0.360 0.726 0.698  -0.631
31 H -0.452 1.010 -0.334  0.398
32 H -1.022 0.026 0.782  0.273
33 O 2.818 -2.628 -0.398  -0.684
34 H 2.653 -2.276 0.534  0.337
35 H -2.755 -1.159 1.072  0.239
36 O 0.492 3.359 -4.118  -0.681
37 H -1.576 -3.489 2.456  0.330
38 H -0.128 2.641 -3.946  0.350
39 O -1.831 -0.471 -2.209  -0.714
40 H -0.497 4.093 -2.696  0.325
41 H -1.189 0.435 -2.007  0.315

3.
Below is a cluster of 14 separate species, H27O14 in total, with properties calculated with ωB97M-V with the def2-TZVPD basis set.

The highest occupied orbital energy is -7.0 eV. As for the spin multiplicity: 1. For the molecular weight, the calculation gives 251.2 g/mol. Its charge is -1. As for the lowest unoccupied orbital energy: 0.100 Ha.

Last column: Mulliken charge in e.
Element x y z (Å)
1 O 3.924 -1.946 1.583  -0.601
2 H -0.489 -1.019 0.665  0.333
3 O -1.200 -0.678 -2.254  -0.736
4 H -1.333 -0.120 3.176  0.324
5 H -2.365 3.790 2.544  0.323
6 O -0.272 -3.091 -0.390  -0.546
7 H -2.593 2.266 2.535  0.330
8 H 1.435 -3.688 1.017  0.322
9 O 2.208 -4.291 0.735  -0.638
10 H -4.013 1.887 0.810  0.256
11 H 2.826 -3.761 1.219  0.298
12 O -3.341 2.481 0.894  -0.738
13 H 3.805 -1.107 1.933  0.294
14 H -0.342 -0.935 -2.438  0.320
15 O -1.859 -0.731 2.621  -0.645
16 H 1.740 -2.719 -2.689  0.291
17 H -0.238 2.590 2.007  0.413
18 O 2.279 -2.073 -2.305  -0.653
19 H -0.534 0.508 0.038  0.623
20 H -2.794 -0.392 2.788  0.293
21 O -2.397 2.967 3.119  -0.665
22 H -0.482 -2.172 -0.542  0.347
23 H -2.007 1.971 -4.266  0.220
24 O -1.017 1.690 -0.377  -0.786
25 H -0.563 2.502 -0.469  0.123
26 H -1.140 -3.489 -0.475  0.256
27 O 1.616 -0.149 2.348  -0.679
28 H 1.111 -0.243 1.507  0.449
29 H 1.334 0.628 2.749  0.329
30 O 0.656 2.601 2.014  -0.685
31 H 2.204 -2.334 -1.233  0.362
32 H 4.340 -2.583 2.126  0.297
33 O 0.142 -0.392 0.188  -1.090
34 H 0.358 2.372 -4.522  0.352
35 H 0.856 2.008 1.317  0.219
36 O -1.309 2.110 -3.710  -0.647
37 H -2.481 2.089 0.342  0.468
38 H -0.993 1.834 -2.777  0.385
39 O 0.805 1.372 -4.704  -0.669
40 H -1.086 -0.195 -1.420  0.257
41 H 1.562 1.358 -4.046  0.295

Most stable structure, least stable structure: 2, 1.